The following is a quantum chemistry calculation of 2 unconnected molecules or ions with the total composition ClH2NS, from the OMol25 dataset.

Frontier orbital gap (alpha / beta) in eV: 8.7 / 8.6
E in Eh: -914.12641
Net charge: 0
Relative energy (zero: lowest compared OMol25 entry of this formula, charge and spin) in kcal per mole: 105.9
F_max in hartree/bohr: 0.03156
HOMO level (alpha / beta) in eV: -9.8 / -9.0

XYZ file:
```
5
ClH2NS | the OMol25 dataset | ωB97M-V/def2-TZVPD
N -1.28865 -0.02700 0.41253
S -0.76515 -1.50858 -0.09742
Cl -2.87466 0.39146 -0.03850
H -0.15601 1.39947 -0.68890
H 0.00071 -1.34491 1.00461
```